ORCA calculation (ωB97M-V/def2-TZVPD) on a 11-piece molecular cluster, C44H84N8O22 overall.

Last column: Mulliken spin population.
Element x y z (Å)
C -15.455 -20.023 -16.991  -0.0013
N -14.373 -19.964 -15.970  -0.0032
O -14.614 -19.342 -15.004  0.0144
O -13.257 -20.430 -16.216  -0.0011
H -15.753 -18.979 -17.091  -0.0033
H -16.276 -20.527 -16.481  0.0002
H -15.297 -20.343 -18.021  0.0002
C -13.948 -17.688 -8.796  0.0000
N -13.424 -16.386 -9.377  -0.0001
O -13.291 -15.405 -8.664  0.0001
O -12.968 -16.398 -10.549  0.0008
H -14.405 -17.414 -7.845  0.0000
H -13.183 -18.463 -8.750  0.0001
H -14.712 -18.110 -9.450  0.0002
C -18.672 -9.961 -10.082  0.0000
C -18.034 -11.320 -9.687  0.0000
C -16.544 -11.546 -10.250  0.0000
O -16.342 -13.016 -10.610  0.0000
C -15.058 -13.317 -11.250  0.0016
N -17.995 -11.449 -8.261  0.0000
H -18.842 -9.858 -11.154  0.0000
H -18.072 -9.122 -9.731  0.0000
H -19.694 -9.923 -9.704  0.0000
H -18.522 -12.175 -10.155  0.0000
H -15.767 -11.201 -9.568  0.0000
H -16.286 -10.945 -11.122  0.0000
H -15.097 -13.070 -12.311  -0.0005
H -14.912 -14.397 -11.246  -0.0012
H -14.262 -12.777 -10.737  -0.0002
H -17.334 -10.789 -7.878  0.0000
H -17.578 -12.308 -7.932  0.0000
C -18.721 -21.618 -22.440  0.0000
C -18.002 -20.301 -22.692  0.0000
C -16.913 -20.025 -21.560  0.0003
O -16.246 -18.750 -21.738  0.0002
C -15.569 -18.510 -20.534  -0.0005
N -17.290 -20.229 -23.985  0.0000
H -17.979 -22.328 -22.804  0.0000
H -19.649 -21.773 -22.990  0.0000
H -18.985 -21.849 -21.408  0.0000
H -18.655 -19.429 -22.719  0.0000
H -16.139 -20.792 -21.595  0.0000
H -17.487 -20.023 -20.633  0.0000
H -14.929 -19.374 -20.359  -0.0004
H -16.134 -18.295 -19.626  0.0016
H -14.875 -17.706 -20.777  -0.0005
H -16.721 -21.039 -24.185  0.0000
H -18.038 -20.468 -24.621  0.0000
C -18.243 -17.947 -14.373  0.0003
C -18.236 -18.750 -13.070  0.0005
C -19.543 -19.283 -12.500  0.0000
O -19.310 -19.844 -11.271  0.0000
C -20.550 -20.428 -10.725  0.0000
N -17.348 -19.869 -13.297  -0.0002
H -18.188 -18.638 -15.214  0.0002
H -17.364 -17.311 -14.480  0.0006
H -19.107 -17.373 -14.707  0.0000
H -17.835 -18.045 -12.342  0.0005
H -19.973 -20.015 -13.183  0.0000
H -20.253 -18.458 -12.440  0.0000
H -21.425 -19.808 -10.920  0.0000
H -20.265 -20.560 -9.682  0.0000
H -20.829 -21.396 -11.141  0.0000
H -17.123 -20.379 -12.455  0.0001
H -16.460 -19.418 -13.464  -0.0009
C -5.094 -14.041 -19.162  0.0000
C -6.075 -14.376 -18.076  0.0000
C -6.689 -15.812 -18.303  0.0001
O -7.626 -15.972 -17.304  0.0005
C -8.168 -17.276 -17.337  -0.0004
N -5.242 -14.284 -16.856  0.0000
H -4.608 -13.067 -19.104  0.0000
H -5.566 -14.091 -20.144  0.0000
H -4.275 -14.760 -19.165  0.0000
H -6.883 -13.645 -18.095  0.0000
H -5.849 -16.484 -18.128  0.0000
H -6.940 -16.003 -19.346  0.0000
H -7.649 -17.901 -16.611  0.0001
H -8.273 -17.707 -18.332  -0.0001
H -9.234 -17.302 -17.112  0.0004
H -5.827 -14.511 -16.065  0.0000
H -5.093 -13.290 -16.763  0.0000
C -9.096 -20.281 -19.303  -0.0001
C -10.178 -20.846 -18.377  0.0006
C -9.734 -21.983 -17.375  -0.0002
O -8.736 -21.426 -16.465  0.0001
C -8.123 -22.511 -15.777  0.0000
N -10.677 -19.659 -17.576  -0.0002
H -8.127 -20.098 -18.839  0.0000
H -9.376 -19.338 -19.773  0.0001
H -8.893 -20.852 -20.209  0.0000
H -10.946 -21.243 -19.040  -0.0001
H -9.438 -22.914 -17.858  0.0000
H -10.577 -22.233 -16.731  0.0000
H -7.765 -23.272 -16.471  0.0000
H -8.916 -23.046 -15.254  0.0000
H -7.294 -22.254 -15.118  0.0000
H -11.338 -20.028 -16.907  -0.0003
H -9.848 -19.260 -17.159  0.0004
C -18.830 -14.323 -13.494  0.0002
C -20.184 -14.988 -13.398  0.0000
C -20.840 -14.876 -11.999  0.0000
O -21.964 -15.832 -11.892  0.0000
C -22.112 -16.226 -10.548  0.0000
N -21.095 -14.429 -14.528  0.0000
H -18.214 -14.723 -12.688  -0.0001
H -19.008 -13.259 -13.338  0.0000
H -18.315 -14.411 -14.450  0.0002
H -20.090 -16.047 -13.642  -0.0001
H -21.261 -13.874 -11.914  0.0000
H -19.988 -15.060 -11.346  0.0000
H -21.130 -16.402 -10.109  0.0000
H -22.700 -17.143 -10.601  0.0000
H -22.545 -15.446 -9.922  0.0000
H -20.998 -13.430 -14.642  0.0000
H -22.026 -14.610 -14.180  0.0000
C -11.056 -20.232 -11.971  -0.0008
C -10.614 -19.431 -10.962  0.0005
C -9.377 -18.650 -11.218  0.0009
O -8.753 -18.074 -10.382  -0.0001
C -8.895 -18.576 -12.606  0.0004
C -9.420 -19.284 -13.601  -0.0014
C -10.375 -20.362 -13.256  0.0010
O -10.704 -21.188 -14.078  0.0005
O -9.027 -19.179 -14.900  0.0009
O -11.230 -19.373 -9.827  -0.0003
H -11.998 -20.722 -11.773  -0.0003
H -8.295 -17.751 -12.960  0.0003
H -9.206 -20.032 -15.304  -0.0003
H -10.571 -19.356 -9.129  0.0001
C -16.709 -10.507 -17.825  0.0001
C -17.140 -10.383 -16.540  0.0000
C -16.696 -11.194 -15.342  -0.0011
O -17.174 -11.024 -14.246  0.0000
C -15.664 -12.176 -15.638  -0.0018
C -15.301 -12.406 -16.921  0.0000
C -15.740 -11.587 -18.172  0.0006
O -15.418 -11.737 -19.333  0.0001
O -14.329 -13.293 -17.231  0.0010
O -18.021 -9.385 -16.349  0.0000
H -16.942 -9.869 -18.665  0.0000
H -15.400 -12.865 -14.848  0.0001
H -14.277 -13.264 -18.189  0.0015
H -18.213 -9.273 -15.415  0.0000
C -12.242 -17.202 -15.818  0.0416
C -13.039 -17.104 -16.905  0.0654
C -14.396 -16.568 -16.811  0.2216
O -15.282 -16.578 -17.667  0.2262
C -14.830 -16.154 -15.492  -0.0817
C -14.047 -16.252 -14.399  0.1360
C -12.571 -16.664 -14.502  0.1641
O -11.730 -16.692 -13.592  0.1848
O -14.541 -16.084 -13.161  0.0111
O -12.724 -17.605 -18.176  0.0136
H -11.292 -17.706 -15.718  0.0168
H -15.832 -15.789 -15.321  0.0065
H -13.783 -16.328 -12.624  -0.0134
H -11.969 -18.196 -18.135  -0.0042

Computed properties:
charge	-1
HOMO level (alpha / beta)	-2.5 / -4.9	eV
<S²>	0.7708
E_tot	-103943.096	eV
gap between HOMO and LUMO (alpha / beta)	3.17 / 5.59	eV
2S+1	2
E_LUMO (alpha / beta)	0.650 / 0.651	eV